(1)
C28H33ClMoN2O3S3 | ωB97M-V/def2-TZVPD

Properties
energy	-85580.1625	eV
HOMO (alpha / beta)	-7.436 / -7.666	eV
relative energy (zero: lowest compared OMol25 entry of this formula, charge and spin)	4.88	kJ/mol

Each line ends with the Löwdin charge.
Positions of all 71 atoms, in Å:
Mo: 0.11180 0.39363 0.19792  0.84
C: -1.27274 -2.32201 3.84032  -0.13
C: -0.99640 -1.74412 2.47592  -0.75
S: -0.26350 -0.15477 2.43234  0.60
C: -1.28541 -2.37239 1.32652  -0.74
C: -1.92757 -3.72389 1.20507  -0.11
S: -0.93336 -1.55630 -0.18819  0.66
H: -1.01439 -1.60420 4.61666  0.06
H: -0.68455 -3.22558 4.01189  0.08
H: -2.32610 -2.58567 3.95939  0.08
H: -2.11783 -4.16370 2.18300  0.07
H: -1.29052 -4.41146 0.64471  0.08
H: -2.87821 -3.66150 0.66824  0.07
C: -3.65999 -0.25056 -2.68306  -0.07
C: -4.09716 0.99415 -1.92450  -0.19
N: -2.98200 1.58076 -1.18400  0.04
C: -2.68201 1.55538 0.09131  -0.75
S: -1.24834 2.45666 0.58715  0.61
N: -3.35760 0.93515 1.06243  0.02
C: -4.25629 -0.21685 0.95848  -0.23
C: -5.70767 0.13380 1.24181  -0.07
H: -4.47600 -0.62713 -3.30105  0.08
H: -3.33946 -1.04495 -2.00642  0.05
H: -2.81632 -0.01602 -3.33364  0.07
H: -4.92917 0.79921 -1.25470  0.09
H: -4.42984 1.75982 -2.62706  0.13
H: -2.22913 1.95968 -1.78498  0.06
H: -2.88567 1.03152 1.95227  0.09
H: -3.89714 -0.94495 1.68682  0.12
H: -4.12683 -0.68208 -0.01608  0.09
H: -5.81294 0.54489 2.24608  0.08
H: -6.32949 -0.75945 1.17274  0.08
H: -6.09099 0.87466 0.53935  0.07
C: -0.70823 0.78104 -6.52637  -0.02
C: -0.86144 -0.31064 -5.50556  -0.19
C: -1.95144 -1.17343 -5.55728  -0.08
C: -2.09591 -2.18535 -4.62420  -0.69
Cl: -3.49653 -3.22051 -4.70201  0.66
C: -1.16047 -2.37915 -3.62523  -0.13
C: -0.07106 -1.52565 -3.56405  -0.01
C: 0.07455 -0.50085 -4.48628  -0.25
O: 1.19975 0.29000 -4.37824  -0.03
C: 0.96062 1.63101 -3.95959  -0.08
C: -0.02946 1.68831 -2.79976  -0.57
O: -1.07712 2.32418 -2.93384  0.03
O: 0.32474 1.02856 -1.76455  -0.21
H: -1.27578 0.54454 -7.42537  0.08
H: 0.33874 0.91366 -6.79907  0.09
H: -1.07755 1.73316 -6.13911  0.09
H: -2.69406 -1.05548 -6.33624  0.12
H: -1.28779 -3.16763 -2.89692  0.10
H: 0.67634 -1.62974 -2.78833  0.11
H: 0.57899 2.24529 -4.77404  0.11
H: 1.92542 2.01598 -3.62996  0.14
C: 4.73304 3.38015 0.07674  -0.08
C: 3.35000 3.57256 0.27849  -0.07
C: 2.52112 2.49341 0.39404  -0.05
C: 3.01635 1.16881 0.29843  -0.19
C: 2.14892 0.03452 0.38048  -0.27
C: 2.69204 -1.22543 0.30749  -0.11
C: 4.08431 -1.41065 0.14148  -0.08
C: 4.91784 -0.33776 0.03465  -0.03
C: 4.40601 0.98242 0.10936  -0.17
C: 5.24620 2.11709 0.00275  -0.04
H: 5.38639 4.23877 -0.00834  0.10
H: 2.95086 4.57547 0.35538  0.11
H: 1.46621 2.65803 0.59734  0.05
H: 2.05439 -2.09775 0.37579  0.08
H: 4.48221 -2.41632 0.08879  0.10
H: 5.98296 -0.47772 -0.10738  0.11
H: 6.30984 1.96459 -0.13890  0.11

Forces on atoms 1 to 2 (eV/Å):
Mo 0.005 0.032 -0.061
C -0.001 0.000 0.005



(2)
IPd | ωB97M-V/def2-TZVPD

Properties
energy	-11569.7763	eV
HOMO (alpha / beta)	-15.987 / -15.299	eV
multiplicity	3
⟨S²⟩	2.017
relative energy (zero: lowest compared OMol25 entry of this formula, charge and spin)	26.79	kJ/mol
total charge	+1

Each line ends with the Löwdin spin population.
Positions of all 2 atoms, in Å:
Pd: 1.23964 -0.62977 -0.07728  0.87
I: -1.23964 0.62977 0.07728  1.13

Cartesian forces, eV/Å:
Pd -1.937 0.985 0.120
I 1.937 -0.985 -0.120



(3)
C8H14F6NO7S2Ti | ωB97M-V/def2-TZVPD

Properties
energy	-85404.5775	eV
HOMO	-22.029	eV
total charge	+3

Each line ends with the Löwdin charge.
Positions of all 39 atoms, in Å:
Ti: 0.46221 0.05935 -0.04138  1.35
C: 0.50269 3.15917 -0.26740  0.07
O: -0.25126 1.92924 0.07855  -0.32
C: -1.59527 2.19343 0.61085  -0.05
C: -1.98567 0.94224 1.36917  -0.02
O: -1.38891 -0.20712 0.65810  -0.25
C: -2.19988 -1.04799 -0.24944  -0.03
C: -1.91100 -0.57610 -1.65413  -0.05
O: -0.44123 -0.42298 -1.75201  -0.31
C: 0.14018 -0.96753 -3.01365  0.08
H: 0.85545 3.60943 0.65754  0.13
H: 1.32267 2.86050 -0.91516  0.10
H: -0.17437 3.82036 -0.80390  0.13
H: -1.53581 3.04877 1.28453  0.17
H: -2.24364 2.43001 -0.23242  0.16
H: -1.56281 0.90593 2.37164  0.16
H: -3.06336 0.79777 1.42224  0.17
H: -1.85956 -2.06652 -0.06913  0.16
H: -3.24807 -0.95097 0.02887  0.17
H: -2.22737 -1.31441 -2.39051  0.17
H: -2.35025 0.39154 -1.89466  0.16
H: -0.41343 -0.52816 -3.83945  0.13
H: 1.17937 -0.66031 -3.03815  0.10
H: 0.03937 -2.05000 -2.98012  0.13
F: 5.20776 0.94789 1.42097  0.29
C: 4.74256 1.09116 0.23411  -0.64
F: 4.33423 2.28866 -0.04107  0.25
F: 5.43520 0.53863 -0.69235  0.29
S: 3.02145 0.01696 0.26295  0.87
O: 2.22058 0.16829 -1.03930  -0.35
O: 1.93493 0.58221 1.19810  -0.34
N: 3.40065 -1.41690 0.63537  -0.25
S: 2.17770 -2.42017 0.99387  0.85
O: 0.91799 -1.75387 0.38104  -0.39
O: 2.38698 -3.74118 0.58003  -0.12
C: 1.89525 -2.28627 2.90963  -0.65
F: 1.81906 -3.49500 3.35236  0.26
F: 0.75634 -1.62400 3.06114  0.18
F: 2.89980 -1.61553 3.40192  0.22

Forces on atoms 1 to 2 (eV/Å):
Ti 0.097 0.124 -0.060
C 0.032 0.026 0.009



(4)
C9H14INSi | ωB97M-V/def2-TZVPD

Properties
energy	-27025.7856	eV
HOMO	-8.661	eV
relative energy (zero: lowest compared OMol25 entry of this formula, charge and spin)	129.88	kJ/mol

Each line ends with the Löwdin charge.
Positions of all 26 atoms, in Å:
C: 0.21365 0.53025 1.86136  -0.11
C: -0.81377 1.06209 1.21679  -0.08
C: 0.42262 1.10545 -0.92306  -0.07
C: 1.28349 -0.08161 1.17144  -0.19
C: 1.45466 0.13029 -0.30552  -0.25
C: -1.03234 1.02859 -0.23723  -0.63
C: 1.04502 -1.18911 0.05616  -0.47
C: -1.73701 2.25788 -0.74653  -0.11
C: 1.98045 -2.29205 -0.05632  -0.12
N: -1.56817 -0.22299 -0.85266  -0.53
Si: -0.79085 -1.70313 -0.16832  0.60
I: -3.70645 -0.36087 -0.68166  0.76
H: 0.02179 0.31582 2.91233  0.12
H: -1.46561 1.59514 1.87607  0.11
H: 0.92765 2.06994 -0.93320  0.12
H: 2.17778 -0.10056 1.94413  0.18
H: 2.45923 0.21496 -0.76662  0.16
H: -2.82237 2.22343 -0.59287  0.01
H: -1.59868 2.36601 -1.78282  0.07
H: -1.40918 3.18540 -0.34173  0.08
H: 2.52484 -2.24679 -1.01637  0.09
H: 1.57045 -3.31019 -0.15047  0.07
H: 2.67968 -2.58160 0.71932  0.08
H: 0.39538 0.76726 -2.00284  0.14
H: -1.01567 -2.69704 -1.33148  -0.01
H: -1.19660 -2.06656 1.13210  -0.04

Forces on atoms 1 to 2 (eV/Å):
C -2.066 -0.477 0.020
C -0.681 0.285 1.047



(5)
ClH2NOS | ωB97M-V/def2-TZVPD

Properties
energy	-26924.6377	eV
HOMO (alpha / beta)	-11.247 / -9.397	eV
relative energy (zero: lowest compared OMol25 entry of this formula, charge and spin)	224.00	kJ/mol

Each line ends with the Löwdin charge.
Positions of all 6 atoms, in Å:
N: 0.08479 0.40126 0.25974  -0.01
O: -2.88137 1.78628 1.43604  -0.61
S: -2.42876 0.42672 1.77029  0.52
Cl: -1.30804 0.57215 3.53568  0.10
H: 0.46448 1.32686 0.70444  0.02
H: -0.30941 0.57871 -0.70825  -0.01

Forces on atoms 1 to 2 (eV/Å):
N 0.234 1.283 0.218
O 0.065 -0.766 0.092



(6)
C5H7PS | ωB97M-V/def2-TZVPD

Properties
energy	-25418.1752	eV
HOMO (alpha / beta)	-5.594 / -8.450	eV
multiplicity	3
⟨S²⟩	2.010
relative energy (zero: lowest compared OMol25 entry of this formula, charge and spin)	133.14	kJ/mol

Each line ends with the Löwdin spin population.
Positions of all 14 atoms, in Å:
C: -0.68067 1.68162 -0.72394  0.18
C: -0.65099 1.70003 0.72287  0.22
C: 0.24804 0.87667 -1.25448  0.22
C: 0.18255 0.81359 1.31918  0.20
C: 0.65426 -1.86589 -0.12444  0.02
P: 1.10242 -0.04560 0.04180  0.16
S: 3.20168 0.51838 0.06013  0.97
H: -1.27771 2.29272 -1.24666  0.01
H: -1.09632 2.30154 1.40604  0.01
H: 0.31241 0.86081 -2.37870  0.01
H: 0.47303 0.83616 2.40246  0.01
H: 1.38002 -2.19397 -0.71538  0.00
H: 0.71762 -2.17992 0.93884  0.00
H: -0.27115 -1.84525 -0.53978  0.00

Forces on atoms 1 to 2 (eV/Å):
C 0.977 -0.231 4.798
C 0.526 -0.790 -2.586



(7)
C25H48ClNO3P2STi | ωB97M-V/def2-TZVPD

Properties
energy	-99387.7311	eV
HOMO (alpha / beta)	-3.173 / -3.459	eV
multiplicity	2
⟨S²⟩	0.754
relative energy (zero: lowest compared OMol25 entry of this formula, charge and spin)	89.61	kJ/mol
total charge	-1

Each line ends with the Löwdin spin population.
Positions of all 82 atoms, in Å:
Ti: -0.32502 0.24957 -0.58157  0.90
Cl: -1.23327 1.27286 -2.58164  0.01
P: 1.79388 1.27468 -1.41665  0.02
C: 1.61441 3.02419 -2.04684  0.00
C: 3.21389 1.33404 -0.22279  0.00
C: 2.25327 0.28459 -2.93125  0.01
C: 0.57899 3.86004 -1.27826  0.00
H: 1.22402 2.85637 -3.07328  0.00
C: 2.94864 3.75818 -2.12226  0.00
H: 3.23997 4.13728 -1.13427  0.00
H: 2.82428 4.62586 -2.78894  0.00
H: 3.77186 3.15786 -2.52496  0.00
H: -0.44438 3.63244 -1.60412  0.00
H: 0.76772 4.92659 -1.46877  0.00
H: 0.62483 3.69437 -0.19494  0.00
H: 1.38818 0.52239 -3.59051  0.00
C: 2.28309 -1.23336 -2.72557  0.00
C: 3.54159 0.78345 -3.59429  0.00
H: 3.40501 1.74166 -4.11149  0.00
H: 3.85520 0.04561 -4.34829  0.00
H: 4.35931 0.87819 -2.86823  0.00
H: 1.74200 -1.61032 -1.84433  0.00
H: 3.31911 -1.59601 -2.64925  0.00
H: 1.80944 -1.71152 -3.60225  0.00
C: 2.78646 2.09614 1.03684  0.00
H: 4.00550 1.91578 -0.73396  0.00
C: 3.76577 -0.05315 0.09945  0.00
H: 2.66010 3.17402 0.86528  0.00
H: 3.55173 1.95711 1.81257  0.00
H: 1.83715 1.72591 1.45020  0.00
H: 2.95727 -0.75965 0.33036  0.00
H: 4.40216 0.00955 0.99080  0.00
H: 4.36724 -0.47702 -0.71661  0.00
H: -0.64257 1.72902 -0.02679  0.00
H: -0.21926 -0.94413 -1.63664  0.00
P: -2.71904 -0.46507 -0.28987  0.02
C: -3.47691 -1.16532 -1.84638  0.01
C: -3.07915 -1.69934 1.03654  0.00
C: -3.67070 1.10494 0.02778  0.00
C: -2.49073 -1.93688 -2.73358  0.00
H: -3.77654 -0.24380 -2.39094  0.00
C: -4.70980 -2.01150 -1.55492  0.00
H: -4.42179 -3.01617 -1.22280  0.00
H: -5.27968 -2.12089 -2.49048  0.00
H: -5.38714 -1.57585 -0.81217  0.00
H: -1.82578 -1.26097 -3.28603  0.00
H: -3.05824 -2.52756 -3.46775  0.00
H: -1.86118 -2.62621 -2.15547  0.00
H: -3.51344 1.63540 -0.93802  0.00
C: -3.09149 1.98559 1.14550  0.00
C: -5.16887 0.84884 0.22027  0.00
H: -5.66839 0.55718 -0.71211  0.00
H: -5.64339 1.77893 0.56821  0.00
H: -5.35213 0.07995 0.98225  0.00
H: -2.08460 1.70136 1.49621  0.00
H: -3.76290 1.98975 2.01754  0.00
H: -3.01148 3.02061 0.76950  0.00
C: -2.26734 -2.95004 0.73442  0.00
H: -4.14706 -1.96170 0.94438  0.00
C: -2.82902 -1.15019 2.43845  0.00
H: -2.71288 -3.62705 -0.00937  0.00
H: -2.09597 -3.52358 1.65185  0.00
H: -1.28100 -2.68660 0.33422  0.00
H: -1.82643 -0.71081 2.54643  0.00
H: -2.90467 -1.97861 3.15393  0.00
H: -3.56101 -0.38692 2.72167  0.00
O: -0.07335 0.90393 2.44747  0.00
C: 0.58320 -0.13650 2.27399  0.01
N: 0.54513 -0.87222 1.11987  0.00
S: 1.01929 -2.47832 1.34458  0.00
O: 0.10037 -3.35664 2.05106  0.00
O: 1.35289 -2.81220 -0.04359  0.00
C: 2.09827 -1.92404 2.64932  0.00
C: 2.88691 -2.75034 3.46465  0.00
C: 3.15151 -2.36567 4.78698  0.00
C: 2.59160 -1.20574 5.33061  0.00
C: 1.75284 -0.43877 4.53509  0.00
C: 1.52872 -0.76533 3.20111  0.00
H: 3.24463 -3.69876 3.07646  0.00
H: 3.80484 -2.97797 5.42003  0.00
H: 2.80953 -0.92710 6.36273  0.00
H: 1.25479 0.44565 4.93358  0.00

Forces on atoms 1 to 2 (eV/Å):
Ti 0.304 -0.636 1.639
Cl -0.336 0.407 -0.776



(8)
C24H35N9O5S3Sm | ωB97M-V/def2-TZVPD

Properties
energy	-99492.8302	eV
HOMO (alpha / beta)	-16.672 / -16.672	eV
multiplicity	6
⟨S²⟩	8.763
relative energy (zero: lowest compared OMol25 entry of this formula, charge and spin)	116.70	kJ/mol
total charge	+3

Each line ends with the Löwdin spin population.
Positions of all 77 atoms, in Å:
Sm: -1.09440 2.31951 0.30860  5.08
C: -4.81406 -0.31727 0.33416  0.00
C: -3.99279 0.78341 0.91877  0.00
O: -3.21100 1.47482 0.20598  -0.01
N: -4.12154 1.04313 2.21344  0.00
C: -3.64869 2.27092 2.85095  0.00
C: -2.30816 2.18204 3.54840  0.00
C: -2.24636 2.16839 4.92991  0.00
C: -1.01185 2.16043 5.56633  0.00
C: 0.13898 2.17092 4.79674  0.00
C: 0.00280 2.17833 3.42224  0.00
N: -1.18532 2.17847 2.79707  -0.01
H: -4.37637 -0.67791 -0.59151  0.00
H: -5.80791 0.07969 0.11215  0.00
H: -4.93515 -1.14250 1.03511  0.00
H: -4.75173 0.45521 2.74030  0.00
H: -4.40295 2.56692 3.57709  0.00
H: -3.62729 3.04849 2.08771  0.00
H: -3.16035 2.17876 5.50846  0.00
H: -0.95378 2.15580 6.64680  0.00
H: 1.12237 2.17726 5.24448  0.00
H: 0.88948 2.17952 2.79280  0.00
C: 4.61230 -6.34963 0.98629  0.00
C: 3.74252 -5.56232 0.01180  0.00
S: 2.49910 -4.66599 0.90980  0.00
O: 3.05821 -3.43153 1.42263  0.00
O: 1.80434 -5.54561 1.80582  0.00
C: 1.28846 -4.12207 -0.30901  0.00
C: 0.10990 -3.57965 0.50453  0.00
N: -0.41370 -2.29991 -0.00937  0.00
C: -0.08201 -1.09180 0.48657  0.00
N: -0.79159 -0.12528 -0.10833  -0.01
C: -1.59534 -0.74246 -1.03590  0.00
C: -1.36292 -2.07583 -0.97838  0.00
N: -1.97852 -3.10033 -1.78572  0.00
O: -2.95535 -2.75290 -2.41201  0.00
O: -1.45653 -4.19456 -1.79066  0.00
C: 0.91408 -0.87368 1.56746  0.00
H: 5.40817 -6.83911 0.42871  0.00
H: 4.02677 -7.10786 1.50081  0.00
H: 5.06886 -5.69304 1.72576  0.00
H: 3.21773 -6.21705 -0.68565  0.00
H: 4.31552 -4.81784 -0.54222  0.00
H: 0.98387 -4.93592 -0.96266  0.00
H: 1.77470 -3.33782 -0.88929  0.00
H: 0.40220 -3.37988 1.53280  0.00
H: -0.69998 -4.30081 0.53308  0.00
H: -2.29088 -0.22260 -1.67313  0.00
H: 0.44439 -0.95846 2.55095  0.00
H: 1.34000 0.12377 1.45867  0.00
H: 1.72945 -1.59913 1.52878  0.00
S: -2.33220 4.88748 0.69490  -0.02
C: -1.65609 5.31191 -0.79317  0.00
N: -1.77616 6.57148 -1.29029  0.00
C: -1.20179 6.95961 -2.44649  0.00
C: -0.45390 6.05885 -3.15301  0.00
C: -0.35271 4.77315 -2.61958  0.00
N: -0.95124 4.40131 -1.49593  -0.01
H: -2.31318 7.23910 -0.74574  0.00
H: -1.36422 7.98595 -2.74773  0.00
H: 0.03335 6.33435 -4.07498  0.00
H: 0.24027 4.01602 -3.11842  0.00
S: 1.58729 2.24960 -0.68930  -0.02
C: 2.00190 1.13622 -1.95064  0.00
N: 3.26423 0.74867 -2.02760  0.00
C: 3.78903 -0.09919 -3.10458  0.00
C: 2.68921 -1.04145 -3.55683  0.00
C: 1.46515 -0.23326 -3.94523  0.00
N: 1.13011 0.69496 -2.85181  0.00
H: 3.88892 1.08956 -1.31306  0.00
H: 4.65227 -0.63484 -2.71712  0.00
H: 4.12712 0.53339 -3.92780  0.00
H: 2.43761 -1.72668 -2.74348  0.00
H: 3.02351 -1.63716 -4.40388  0.00
H: 0.60166 -0.87617 -4.11028  0.00
H: 1.64500 0.33519 -4.85913  0.00
H: 0.20721 1.08690 -2.82693  0.00

Forces on atoms 1 to 2 (eV/Å):
Sm 0.088 0.148 -0.276
C 0.009 0.015 0.008